Formula: C8H19N3
Source: the OMol25 dataset
Level of theory: wB97M-V/def2-TZVPD

Atoms and positions in Å:
C  1.76237  -0.15447  1.99582
N  1.65575  -0.29257  0.48192
C  1.40454  -1.67241  0.13550
C  0.72473  0.62420  -0.32121
C  1.22620  0.48762  -1.75005
C  0.66309  2.13871  0.10946
C  -0.85259  0.02986  -0.17659
N  -1.65374  0.02233  0.87799
C  -2.99441  -0.42618  0.56635
C  -2.93846  -0.56274  -0.94529
N  -1.51605  -0.36087  -1.23155
H  0.85068  -0.52335  2.47620
H  2.58430  -0.77901  2.30091
H  2.02424  0.84136  2.33372
H  2.58091  0.05106  0.08507
H  0.66600  -2.02674  0.68631
H  1.40411  -1.70604  -0.91247
H  2.29869  -2.33425  0.36174
H  0.68791  1.20073  -2.48130
H  1.06718  -0.59589  -1.99326
H  2.24665  0.72789  -1.91468
H  1.58715  2.40873  0.73249
H  0.77134  2.70015  -0.88915
H  -0.26698  2.43120  0.64335
H  -1.26805  0.16147  1.86021
H  -3.63349  0.40250  0.86229
H  -3.20896  -1.24686  1.24759
H  -3.30229  -1.51722  -1.48785
H  -3.49464  0.18422  -1.55661
H  -1.07618  -0.21342  -2.09692

**Largest force on an atom**: 5.82 eV/Å
**Net charge**: +2
**Frontier orbital gap**: 10.760 eV
**Structure (SMILES)**: C[NH+](C)C(C)(C)C1=[NH+]CCN1
**LUMO energy**: -6.78 eV
**Energy relative to the best compared isomer or geometry (same formula, charge and spin)**: 0.0 kcal per mole
**HOMO level**: -17.54 eV